(1)
# C31H44ClFN2O13S2

A structure of composition C31H44ClFN2O13S2 in a non-equilibrium geometry (ωB97M-V with the def2-TZVPD basis set, the Open Molecules 2025 dataset).

Structure (XYZ):
```
94
Properties=species:S:1:pos:R:3:forces:R:3:mulliken_charge:R:1
C -2.44723 -3.29868 -1.11070 -0.17 0.13 0.52 -0.888
C -1.78513 -4.49417 -1.87697 -1.34 0.27 -0.57 0.245
Cl -0.60082 -5.45700 -0.84016 -0.76 0.75 -0.37 -0.229
C -1.10187 -4.10153 -3.26197 1.41 0.19 0.74 -1.530
C -1.10852 -2.57636 -3.59943 -1.82 1.78 -2.15 0.189
C -0.23423 -1.53480 -2.87359 -1.41 0.73 -1.79 0.526
C 0.69798 -2.00574 -1.71106 -0.74 -0.16 -0.64 -1.084
C 0.52241 -1.20740 -0.34820 2.67 0.45 0.09 -0.046
C 1.86857 -0.36442 -0.06790 -0.51 0.34 0.34 -1.203
O -0.58072 -0.29761 -0.33456 0.49 -1.28 0.89 0.045
C -1.11231 -0.08822 0.97861 -1.91 0.81 0.04 -0.889
C -2.68402 -0.30718 0.85698 -1.95 -0.30 -0.50 0.754
C -3.56203 -0.58581 2.01551 -0.81 0.20 -3.01 -0.651
C -5.00683 -0.81323 1.75950 1.02 0.14 -0.79 -0.363
C -5.62748 -0.78105 0.42900 2.79 0.64 -0.41 -0.560
C -4.75985 -0.46000 -0.72400 1.55 -0.18 2.63 -0.341
C -3.30384 -0.22927 -0.49284 -1.85 -0.32 1.07 -0.234
C -0.31279 -0.16765 -3.32334 0.36 -1.43 0.77 0.762
F 0.50816 0.75254 -2.67108 -1.16 -1.54 -1.17 -0.328
C -1.19186 0.35817 -4.41708 1.19 -1.42 1.57 0.450
N -1.22521 1.67263 -4.81104 -2.00 -3.52 -0.96 -0.513
S -2.40511 1.59232 -6.02483 0.68 -1.76 0.99 0.137
N -2.80135 -0.03503 -6.04784 1.35 0.10 1.61 -0.639
C -2.06220 -0.69512 -5.07877 0.67 2.57 -0.17 0.730
C -2.01599 -2.14172 -4.68300 1.14 0.92 1.63 -0.136
S -3.13152 -3.28264 -5.57405 0.07 0.82 0.47 -0.306
H -1.70698 -2.58347 -0.65454 -0.66 -0.77 -0.66 -0.176
H -3.11453 -2.70207 -1.80406 0.89 -0.77 0.58 0.200
H -3.12072 -3.62497 -0.25903 0.88 0.05 -1.00 0.507
H -2.61215 -5.22224 -2.12406 1.04 0.66 0.41 0.475
H -0.01116 -4.40486 -3.17584 -1.23 0.31 -0.21 0.379
H -1.53262 -4.75655 -4.06561 0.32 1.04 0.68 0.472
H 1.75607 -1.97867 -2.11468 -1.11 0.20 0.74 0.535
H 0.49095 -3.09388 -1.47962 0.14 1.27 -0.48 -0.160
H 0.49119 -1.97755 0.48509 -0.57 0.83 -0.93 0.572
H 2.68899 -0.59073 -0.79732 -0.72 0.08 0.80 0.332
H 2.22312 -0.52623 0.99244 -0.24 0.12 -1.17 0.302
H 1.62235 0.73167 -0.16942 0.26 -1.12 0.04 0.143
H -0.67604 -0.74608 1.77731 -0.32 0.44 -0.88 0.421
H -0.95791 0.99402 1.28800 0.06 -1.22 -0.33 0.283
H -3.11884 -0.61744 3.04522 -0.69 -0.05 -1.12 0.369
H -5.64212 -1.05484 2.64640 0.57 0.27 -0.93 0.318
H -6.70965 -0.98080 0.22109 1.18 0.20 0.64 0.345
H -5.15069 -0.41699 -1.77545 0.38 -0.02 1.28 0.374
H -2.71448 0.00838 -1.42259 -0.39 -0.34 1.41 0.185
H -4.28929 -2.52209 -5.66767 1.16 -0.25 0.25 0.188
C 5.18133 5.29900 -1.72053 0.30 0.21 -0.02 -0.657
O 4.17229 4.33216 -1.43466 -0.16 -0.04 -0.04 -0.290
C 3.04610 4.48612 -2.14709 -0.12 -0.16 0.07 0.644
O 2.84184 5.34229 -2.96900 0.10 -0.14 0.16 -0.553
O 2.19199 3.52318 -1.78410 0.28 0.16 0.04 -0.096
C 0.93623 3.56197 -2.46682 -0.49 0.14 -0.11 -0.492
H 6.04032 5.07615 -1.08904 -0.20 -0.18 0.05 0.222
H 5.49205 5.23451 -2.76430 -0.14 0.11 0.04 0.288
H 4.82917 6.30441 -1.48519 -0.04 -0.06 -0.17 0.293
H 1.07607 3.42752 -3.53990 0.00 0.12 0.08 0.366
H 0.41509 4.49836 -2.25999 0.18 0.05 -0.14 0.447
H 0.33147 2.74247 -2.09361 0.26 0.11 0.15 -0.158
C 2.33390 3.74923 3.18438 0.34 0.29 -0.22 -0.559
O 1.24931 2.88399 3.52759 -0.21 -0.17 0.36 -0.126
C 1.06385 2.73010 4.84544 0.04 -0.06 -0.30 0.620
O 1.71596 3.24569 5.71643 -0.17 -0.10 -0.11 -0.560
O 0.02314 1.90120 5.02718 0.14 0.16 -0.15 -0.188
C -0.28985 1.64677 6.39621 -0.14 -0.12 0.33 -0.711
H 2.38661 3.79668 2.09765 -0.22 -0.16 0.07 0.148
H 2.15938 4.75582 3.56712 0.04 -0.11 0.08 0.252
H 3.27741 3.35121 3.56067 -0.11 0.07 0.12 0.310
H -0.56775 2.57040 6.90633 0.18 -0.04 0.01 0.302
H 0.54955 1.16602 6.90040 0.00 0.19 0.00 0.304
H -1.14194 0.96875 6.41927 0.06 0.06 -0.26 0.206
C 5.26600 -10.32504 -0.89547 0.37 -0.10 -0.05 -0.623
O 3.85561 -10.27004 -0.68734 -0.15 0.16 0.02 -0.317
C 3.35479 -9.02824 -0.64445 -0.13 -0.10 0.02 0.741
O 3.98328 -8.00756 -0.76369 -0.10 -0.20 0.02 -0.536
O 2.03431 -9.12038 -0.44603 0.27 -0.09 0.00 -0.319
C 1.36305 -7.86172 -0.37839 -0.19 0.20 0.02 -0.740
H 5.55634 -11.37453 -0.91202 -0.28 0.02 0.04 0.218
H 5.53180 -9.87636 -1.85367 -0.01 0.11 0.14 0.290
H 5.79532 -9.83140 -0.07922 -0.05 0.10 -0.14 0.289
H 1.47403 -7.31616 -1.31552 0.13 -0.01 0.13 0.336
H 1.73762 -7.27018 0.45885 0.09 0.02 -0.15 0.337
H 0.30473 -8.05796 -0.21646 0.15 -0.27 -0.03 0.344
C -0.96374 9.49678 2.76918 0.10 0.31 -0.24 -0.623
O -1.52001 8.59736 3.72734 0.04 -0.23 0.06 -0.340
C -1.00277 7.36319 3.68665 -0.11 0.04 0.10 0.742
O -0.14312 6.98028 2.93409 -0.14 0.06 0.15 -0.532
O -1.60733 6.62848 4.62850 0.05 0.21 -0.13 -0.350
C -1.14930 5.27937 4.69707 0.09 -0.42 0.03 -0.493
H -1.45660 10.45960 2.89558 -0.10 -0.18 0.19 0.218
H 0.10546 9.62916 2.94052 -0.05 -0.14 -0.10 0.292
H -1.15005 9.14211 1.75451 0.15 -0.06 0.08 0.291
H -0.08671 5.24588 4.94421 -0.04 0.03 -0.13 0.222
H -1.34377 4.75809 3.75832 0.15 0.08 0.01 0.329
H -1.70417 4.77965 5.49021 -0.09 0.27 -0.01 0.245
```
Positions in Å, forces in eV/Å.

Computed properties:
- E_HOMO: -0.314 Eh
- Frontier orbital gap: 7.301 eV
- ΔE to the lowest compared entry with this formula, charge and spin: 0.000 eV

=====

(2)
# C31H44CoGeN2O6P

A structure of composition C31H44CoGeN2O6P in a non-equilibrium geometry (ωB97M-V with the def2-TZVPD basis set, the Open Molecules 2025 dataset).

Structure (XYZ):
```
86
Properties=species:S:1:pos:R:3:forces:R:3:mulliken_spin:R:1
Co 1.48086 0.09218 0.31298 0.23 1.42 0.86 0.945
C 4.39251 0.86675 2.53349 0.00 -0.01 0.00 0.000
C 2.99613 0.32143 2.77680 0.08 0.05 -0.11 0.003
C 2.87273 -0.39081 4.10541 0.01 -0.01 0.02 0.000
O 2.65553 -0.62096 1.70110 -0.08 -0.11 0.03 0.008
C 1.98279 1.47807 2.64743 0.01 -0.03 0.13 -0.004
O 1.92033 2.28329 3.54736 -0.03 -0.01 -0.04 0.005
O 1.28393 1.50652 1.55154 0.13 0.03 -0.35 -0.030
H 5.13865 0.07108 2.60300 0.00 0.00 -0.01 0.000
H 4.61754 1.61598 3.29054 0.00 0.00 0.00 0.000
H 4.45889 1.34142 1.55283 0.00 0.00 0.00 0.000
H 3.65626 -1.14411 4.21315 -0.01 -0.01 0.00 0.000
H 1.90190 -0.87708 4.20071 -0.02 0.02 0.00 0.000
H 2.97216 0.33824 4.90699 0.01 0.00 0.00 0.000
H 3.35754 -1.26332 1.54837 0.03 0.05 0.03 0.000
N 2.81798 0.08309 -1.42425 -0.10 -0.19 -0.08 0.061
N 2.46820 -1.09911 -2.11147 -0.03 0.02 -0.13 -0.004
C 1.45531 -1.91116 -1.64932 0.14 0.26 0.26 0.003
O 0.94998 -2.77701 -2.30774 -0.11 -0.09 -0.09 0.002
O 1.14756 -1.64795 -0.36538 -0.08 -0.76 -0.21 -0.006
H 2.52120 0.89615 -1.96072 0.03 0.00 0.00 -0.008
H 3.82460 0.11536 -1.30585 0.00 -0.02 0.01 -0.001
H 2.60795 -1.13054 -3.11064 0.05 -0.01 0.01 0.000
C -4.64637 -1.51987 2.54608 0.00 0.00 -0.01 0.000
C -3.36045 -1.22589 1.78492 0.01 -0.01 0.01 0.001
C -2.12173 -1.51524 2.62830 0.05 0.19 0.14 0.004
C -0.79927 -1.08371 1.96607 -0.03 -0.25 -0.07 0.045
Ge -0.48600 -2.26616 0.45466 -0.19 -0.46 -0.92 -0.001
C -0.13277 -4.17308 0.61825 -0.02 0.11 0.36 0.000
C 0.84227 -4.56961 1.72928 0.10 -0.04 -0.10 0.000
C 0.26873 -4.45613 3.13560 0.00 0.00 0.01 0.000
C 1.25358 -4.91848 4.20146 0.00 0.01 0.00 0.000
H -5.52514 -1.31635 1.93494 0.00 0.00 0.00 0.000
H -4.71475 -0.90652 3.44597 0.00 0.00 0.00 0.000
H -4.68886 -2.56630 2.85392 0.00 0.00 0.00 0.000
H -3.34141 -0.17711 1.47139 0.00 0.00 0.00 0.000
H -3.34371 -1.81668 0.86330 0.01 -0.01 -0.01 0.000
H -2.09668 -2.57709 2.89296 0.01 0.00 -0.01 0.001
H -2.20651 -0.97610 3.57597 -0.04 -0.01 0.00 -0.001
H 0.03195 -1.13687 2.66926 0.01 -0.04 0.02 -0.017
H -0.86977 -0.05354 1.61341 -0.01 0.01 -0.01 -0.011
H -1.41010 -2.01361 -0.74313 -0.08 0.04 0.17 0.001
H 0.23315 -4.45991 -0.36944 0.01 0.05 0.01 0.000
H -1.09134 -4.68194 0.75365 -0.02 0.01 0.01 0.000
H 1.75549 -3.96388 1.66403 -0.01 -0.02 -0.01 0.000
H 1.16076 -5.60261 1.56180 0.01 0.00 0.02 0.000
H -0.64794 -5.05084 3.19557 0.00 0.00 0.00 0.000
H -0.02423 -3.42108 3.33737 0.00 0.01 -0.01 0.000
H 1.52350 -5.96542 4.05522 0.00 0.00 0.00 0.000
H 0.83553 -4.81882 5.20278 0.00 0.00 0.00 0.000
H 2.17402 -4.33131 4.16426 0.00 0.00 0.00 0.000
O 0.09687 0.82008 -0.84490 -0.14 -0.33 -0.05 0.007
P -0.54617 1.73568 -1.85688 0.07 0.13 0.16 -0.004
C -1.90542 0.90828 -2.67403 0.02 0.05 -0.10 0.000
C -3.09843 1.57165 -2.95480 0.00 -0.03 0.06 0.000
C -4.11188 0.91209 -3.63484 0.00 0.00 0.01 0.000
C -3.93596 -0.40310 -4.03889 0.00 0.00 0.00 0.000
C -2.74710 -1.06735 -3.76421 0.00 0.00 0.00 0.000
C -1.73234 -0.41461 -3.08469 -0.01 -0.01 -0.03 -0.001
C 0.66110 2.21996 -3.10367 0.02 -0.03 0.02 0.002
C 1.69714 3.06664 -2.69223 -0.02 0.03 -0.01 -0.002
C 2.71497 3.39645 -3.57174 0.00 0.00 -0.01 0.000
C 2.70390 2.88674 -4.86664 0.00 0.00 0.01 0.000
C 1.67521 2.05444 -5.28113 0.00 -0.01 0.00 0.000
C 0.65159 1.71948 -4.40241 0.01 -0.02 0.00 0.001
C -1.11519 3.24536 -1.09455 -0.01 0.02 0.00 0.001
C -1.37734 4.38339 -1.85918 -0.04 -0.01 0.00 0.000
C -1.84139 5.53252 -1.24248 0.00 0.00 0.00 0.000
C -2.03155 5.55022 0.13480 0.00 0.00 0.00 0.000
C -1.75109 4.42679 0.89815 0.00 0.00 0.00 0.001
C -1.29240 3.26913 0.28641 0.05 0.01 0.01 -0.001
H -3.24491 2.59318 -2.62941 0.00 0.01 -0.01 0.000
H -5.03981 1.42628 -3.84563 0.00 0.00 0.00 0.000
H -4.72844 -0.91456 -4.56919 0.00 0.00 0.00 0.000
H -2.60826 -2.09310 -4.07904 0.00 0.00 0.00 0.000
H -0.81040 -0.94294 -2.87723 0.02 0.00 0.02 0.000
H 1.69375 3.47613 -1.68726 0.00 0.00 0.01 0.001
H 3.50900 4.05971 -3.25513 0.00 0.00 0.00 0.000
H 3.49496 3.15075 -5.55603 0.00 0.00 0.00 0.000
H 1.66277 1.66893 -6.29190 0.00 0.01 0.00 0.000
H -0.15392 1.07576 -4.73252 -0.01 0.00 0.00 0.000
H -1.21258 4.37406 -2.93083 0.00 0.00 0.00 0.000
H -2.04556 6.41690 -1.83084 0.00 0.00 0.00 0.000
H -2.38697 6.45222 0.61522 0.00 0.00 0.00 0.000
H -1.87298 4.45347 1.97248 0.00 0.00 0.00 0.000
H -1.02360 2.40604 0.88106 -0.01 0.00 0.01 -0.001
```
Positions in Å, forces in eV/Å.

Computed properties:
- E_HOMO (spin up / spin down): -0.438 / -0.436 Eh
- Frontier orbital gap (spin up / spin down): 9.567 / 9.643 eV
- Expectation value of S²: 0.94
- Multiplicity: 2
- Charge: +1